1.
{"formula": "C2H3NOS3", "method": "the ωB97M-V functional and the def2-TZVPD basis", "species": ["S", "N", "S", "C", "O", "S", "H", "C", "H", "H"], "coordinates": [[1.16371, 0.68893, 0.50940], [0.83814, 0.06442, -3.00159], [0.57686, -2.12848, 0.01483], [0.99587, -0.55918, -0.54146], [1.73353, 1.85070, -0.21178], [-2.25227, 0.16702, 1.38295], [-3.11512, 1.10855, 1.97776], [0.87085, -0.30553, -1.91197], [0.84741, -1.92932, 1.33423], [-1.65897, 1.04290, 0.44762]], "forces_ev_per_a": [[1.3, 0.6, -1.0], [-0.2, -0.3, 0.0], [-0.2, -1.0, 0.6], [-0.8, 0.2, 1.1], [-0.6, -0.2, 0.7], [-0.3, 1.6, -0.4], [1.1, -0.8, -0.8], [0.7, 0.6, -0.9], [0.0, 0.1, -0.5], [-1.0, -0.8, 1.2]], "lowdin_charge": [0.90, 0.21, 0.79, -0.99, -0.52, 0.40, -0.17, -0.33, -0.09, -0.18], "homo_lumo_gap_ha": [0.27864, 0.27869], "energy_ev": -38163.3913, "max_force_ev_per_a": 1.730, "total_charge": 0, "molar_mass_g_mol": 153.25, "e_homo_ev": [-9.24, -9.25]}

2.
{"formula": "C21H28N4O3S", "method": "the ωB97M-V functional and the def2-TZVPD basis", "species": ["C", "H", "H", "O", "C", "S", "C", "C", "C", "H", "H", "C", "H", "H", "N", "C", "H", "C", "H", "C", "N", "N", "H", "H", "C", "H", "N", "H", "C", "C", "C", "C", "H", "H", "H", "H", "C", "H", "H", "H", "C", "H", "C", "H", "H", "C", "H", "C", "O", "C", "H", "O", "H", "H", "H", "C", "H"], "coordinates": [[2.91243, -1.00574, 1.09840], [-0.08030, 0.87369, -2.18863], [-2.14726, 3.06838, 1.59003], [5.13579, -0.04045, 0.84838], [1.53294, 1.04301, 0.79479], [-1.35701, -1.13604, 1.99747], [-3.22662, 1.47323, -1.14371], [-2.25278, -5.08675, -1.63591], [-3.17309, 1.17252, 1.68291], [-4.14169, 1.61439, 1.92530], [-3.16950, -1.73301, -0.98320], [1.85589, -1.75622, 0.29724], [-5.01389, 1.01113, -0.02474], [3.32690, -1.66396, 1.87034], [-0.01124, 2.57427, -0.99361], [5.48368, 0.08770, -1.34200], [-3.76113, 1.85754, -2.01664], [-2.20152, 3.67288, -0.96702], [-2.86870, -5.93874, -1.86733], [-2.27872, 2.18263, 0.96602], [-2.53612, -1.86872, -0.21210], [-3.40323, 0.03824, 0.80771], [-1.36036, -4.96299, -2.22680], [2.27424, -2.62590, -0.21118], [2.23741, 0.18556, 1.78989], [6.93345, 0.75419, 0.20796], [-2.89154, 2.59707, -0.28759], [5.94612, 0.28072, -2.28804], [-4.11466, 0.49446, -0.37051], [1.04182, 0.53214, -0.38354], [0.28192, 1.36585, -1.27880], [4.03963, -0.53691, 0.23195], [-4.42823, -0.33244, -1.00857], [-1.29905, 1.70790, 0.82375], [0.84754, 2.75374, 0.39952], [1.48615, -0.18579, 2.49563], [-2.48319, -0.96699, 0.78233], [-2.68917, 0.82935, 2.59726], [2.95473, 0.79150, 2.34520], [3.51160, -0.80167, -1.87075], [4.20364, -0.48004, -1.12035], [-1.23254, 2.74755, -2.69818], [6.00012, 0.33448, -0.11050], [-3.45733, -4.37467, -0.07850], [-0.47064, 4.24500, -2.10343], [-1.72171, -3.06244, -0.29416], [-2.91407, 4.14241, -1.65369], [-2.55956, -4.24252, -0.66904], [0.65869, -1.35920, -1.72589], [-0.94169, 3.30646, -1.79490], [-1.27996, -3.21451, 0.69719], [1.39849, 2.30810, 1.12087], [-1.92165, 4.40497, -0.20733], [-2.33802, 0.91996, -1.48837], [-0.91408, -2.91306, -1.01966], [1.15343, -0.88354, -0.71824], [1.07785, -2.10568, 0.98407]], "forces_ev_per_a": [[0.2, 0.2, 0.1], [-0.1, 0.1, 0.0], [0.0, 0.0, 0.0], [-0.1, 0.0, 0.5], [-0.1, -0.1, -0.1], [0.5, -0.1, 0.7], [-0.2, 0.0, 0.1], [0.0, -0.1, -0.1], [0.3, 0.4, 0.4], [0.0, 0.0, 0.0], [0.0, 0.1, 0.1], [0.2, -0.2, -0.1], [0.0, -0.1, -0.1], [-0.1, 0.0, -0.1], [0.4, 0.0, 0.3], [0.4, 0.2, 0.4], [0.0, -0.1, -0.1], [0.2, 0.0, -0.3], [-0.1, -0.2, 0.0], [-0.1, -0.2, 0.3], [-0.4, 0.3, -0.4], [0.0, -0.1, -0.1], [0.2, 0.1, -0.1], [0.0, 0.0, -0.1], [0.1, 0.1, 0.1], [0.1, 0.0, 0.1], [0.0, -0.1, 0.0], [0.2, 0.1, -0.2], [0.0, 0.0, -0.5], [-0.1, 0.2, -0.1], [-0.1, 0.0, -0.2], [-0.4, -0.4, -0.6], [0.0, 0.0, 0.1], [-0.1, 0.0, 0.1], [-0.1, -0.1, -0.1], [0.0, 0.1, 0.0], [-0.1, -0.2, 0.1], [-0.2, 0.1, -0.1], [0.0, 0.0, 0.0], [-0.2, -0.1, -0.1], [-0.1, -0.1, 0.6], [0.1, 0.0, 0.1], [0.3, 0.1, -0.8], [-0.1, -0.1, 0.1], [-0.1, 0.0, -0.1], [0.4, -0.3, 0.0], [0.1, 0.1, 0.0], [0.0, 0.2, 0.1], [0.0, 0.0, -0.2], [-0.5, 0.3, -0.1], [-0.1, 0.0, -0.2], [0.1, -0.2, 0.2], [0.0, 0.1, 0.0], [0.0, 0.0, -0.1], [0.0, -0.1, 0.2], [0.0, 0.0, 0.5], [0.0, 0.0, 0.0]], "lowdin_charge": [-0.22, 0.13, 0.13, 0.05, -0.25, 0.72, -0.16, 0.01, -0.18, 0.13, 0.13, -0.07, 0.13, 0.16, 0.00, -0.05, 0.13, -0.18, 0.05, -0.16, 0.02, -0.11, 0.06, 0.14, -0.05, 0.12, -0.16, 0.10, -0.13, -0.09, -0.08, -0.25, 0.11, 0.09, 0.09, 0.12, -0.76, 0.06, 0.14, 0.11, -0.01, 0.11, -0.12, 0.10, 0.12, -0.24, 0.12, -0.17, 0.05, -0.20, 0.07, 0.11, 0.12, 0.11, 0.10, -0.40, 0.09], "homo_lumo_gap_ha": 0.31551, "energy_ev": -45168.8453, "max_force_ev_per_a": 0.908, "total_charge": 0, "smiles": "C=CCNC(=S)N1CCN(CC/N=C/C2=C(O)C[C@H](c3ccco3)CC2=O)CC1", "molar_mass_g_mol": 416.55, "e_homo_ev": -7.92}

3.
{"formula": "C33H35F5N4OP2Ru", "method": "the ωB97M-V functional and the def2-TZVPD basis", "species": ["H", "C", "C", "C", "N", "H", "H", "H", "H", "H", "P", "C", "C", "Ru", "H", "F", "C", "N", "C", "C", "C", "H", "H", "H", "H", "C", "C", "H", "H", "C", "H", "F", "C", "C", "H", "H", "C", "C", "O", "C", "C", "F", "H", "F", "C", "H", "C", "H", "H", "C", "P", "H", "C", "H", "C", "H", "H", "C", "H", "H", "H", "C", "H", "F", "C", "H", "C", "H", "C", "H", "C", "N", "C", "C", "H", "C", "H", "N", "C", "H", "H"], "coordinates": [[-1.16964, -1.39426, -3.24471], [-1.56152, -1.28642, 6.90050], [3.07797, -4.45092, -3.04609], [-0.72661, -1.15714, 4.54263], [1.94369, -2.58257, -2.35598], [1.91866, -2.78499, 0.70412], [2.09195, -1.53721, -4.24905], [1.95256, -4.30497, -1.07816], [2.54810, 1.63127, 2.76129], [6.19780, 1.28643, -1.56631], [1.80792, -1.17724, -1.16453], [-2.21359, 2.46527, -4.00709], [4.48568, 1.24452, -3.02424], [-0.01723, -1.25079, 0.01783], [0.70255, -2.98768, 1.91285], [-2.63142, -2.41128, 5.14188], [5.22351, 0.88620, -1.85832], [3.21367, -0.20596, -1.79630], [-1.51859, 1.52033, 2.46622], [-2.07299, 2.36187, -1.74356], [0.18404, 2.11924, 0.34710], [-1.65125, 0.30062, -4.19320], [2.60074, 0.34958, -3.78218], [-3.58786, -2.98026, -1.79877], [-2.10828, 0.58359, 2.42255], [2.32301, -3.88506, -2.00699], [3.32048, 0.48464, -2.99942], [-1.88150, 1.37072, 0.53226], [-0.61325, -2.34598, -1.79594], [-0.50469, -0.47313, 7.28930], [0.90506, -0.30081, -3.22818], [-2.48802, -1.71012, 7.79774], [1.30106, -2.20460, 1.40772], [-2.29011, 3.22517, -2.80111], [0.32891, 3.15975, -0.02556], [4.77038, 1.95259, -3.79409], [0.45530, -0.53749, 5.07092], [0.47095, -0.43013, -2.22655], [-0.89649, -1.28826, 3.30230], [4.46020, -0.06133, -1.15762], [-5.36197, -1.02050, -3.82048], [1.36714, 0.87534, 6.76770], [-4.07174, 0.79309, -3.61247], [-0.48974, -0.00961, 8.55776], [-1.62248, -1.64860, 5.56721], [0.09462, 1.56396, -0.59299], [1.69118, 2.11255, 2.27227], [2.17395, 1.17779, 0.40131], [-5.85731, -3.14280, -3.31226], [-5.21149, -2.28700, -3.18972], [-1.99055, -0.42985, -1.20395], [0.38732, 2.70093, 4.88121], [1.44731, 1.74934, 1.01282], [-6.11908, -0.70640, -4.52660], [-1.18858, 2.02505, 1.11359], [-0.52757, 4.02200, 4.27695], [-1.63956, 3.03920, 1.10796], [-4.32800, -0.21400, -3.32870], [-1.75822, 1.67500, 4.44357], [-2.47718, 2.79386, -5.03022], [0.35314, 0.59835, -1.82055], [-4.08176, -2.19991, -2.36230], [4.71747, -0.67733, -0.29696], [1.57263, -0.39234, 4.31683], [2.37826, -2.40055, -3.67634], [1.78804, 3.94736, 3.32222], [-0.78416, -1.31553, -2.22892], [3.65640, -3.55532, -5.06628], [-0.08101, 3.05564, 3.93623], [3.59715, -5.40740, -3.05694], [0.45221, -0.03771, 6.35290], [-3.55714, -0.91781, -2.40583], [-1.15208, 2.04116, 3.60888], [-1.81624, 1.17945, -3.60619], [1.96084, -1.79099, 2.23277], [1.01225, 3.28722, 2.88261], [-2.23256, 2.56818, -0.70750], [-1.81887, 1.07813, -2.20332], [3.12592, -3.49163, -4.10958], [-2.50266, 4.27433, -2.65995], [0.54302, 3.89413, 2.08998]], "forces_ev_per_a": [[-0.1, -0.4, 0.2], [-0.9, -1.0, 0.0], [-0.5, 0.7, 0.9], [0.7, -0.6, -1.3], [0.2, 0.4, 0.5], [0.1, 0.0, 0.7], [0.1, 0.0, 0.0], [0.4, 0.0, -0.1], [-0.2, 0.6, 0.0], [-0.4, -0.3, -0.1], [0.9, -1.7, -5.2], [0.9, -1.2, 0.5], [1.7, -0.3, 1.6], [0.9, -1.1, 4.2], [-0.7, 0.6, -0.4], [0.5, 0.4, 0.3], [-0.3, 1.0, -1.7], [0.8, -0.3, 0.9], [0.9, -1.4, -0.5], [-1.0, 0.9, -0.7], [-0.3, 1.1, -0.8], [-0.1, -0.1, -0.3], [-0.2, 0.4, 0.0], [-0.2, 0.1, 0.2], [-0.1, 1.0, 0.5], [1.2, -0.5, -0.6], [-0.6, -0.4, 0.8], [0.7, 0.8, 0.0], [0.0, 0.3, -0.9], [-0.4, 1.1, 1.6], [-0.5, -0.2, 0.3], [1.2, 0.6, -1.2], [0.8, -1.1, 0.6], [0.0, -0.8, 0.7], [-0.5, -0.4, 0.2], [0.0, -0.2, 0.1], [1.2, 0.8, 0.6], [1.7, 1.2, -0.2], [0.0, -0.4, 1.4], [-1.6, -0.2, -0.3], [1.6, 0.5, 1.2], [-0.6, -1.2, -0.4], [-0.3, -0.1, 0.2], [0.3, -0.6, -1.7], [-1.7, -0.4, 0.0], [-0.1, 0.2, 0.5], [1.2, -0.5, -0.4], [-0.4, 0.0, 0.7], [0.2, -0.1, 0.0], [1.3, 0.4, 0.7], [-4.4, 2.3, -5.4], [-0.1, 0.0, -0.5], [0.1, -0.9, 0.4], [0.2, 0.0, 0.1], [-0.7, 0.4, -1.1], [0.2, -0.5, -0.6], [0.2, -0.5, -0.3], [-0.8, 0.5, -0.2], [0.6, 0.0, 0.2], [0.6, -0.3, 0.8], [-0.3, -0.7, -0.9], [-1.1, -0.5, -0.3], [-0.1, 0.4, -0.1], [-1.3, 0.3, 0.3], [0.9, -0.3, -0.2], [-0.4, -0.4, -0.1], [0.6, -0.3, -0.3], [-0.5, -0.1, 0.5], [-0.1, 0.0, 1.2], [-0.5, 0.2, 0.1], [1.0, 0.7, 0.3], [1.3, -1.0, 1.3], [-0.2, 0.2, 1.4], [-0.7, 0.8, -0.4], [-1.0, 0.4, -1.4], [-0.8, 0.9, 0.4], [0.1, 0.1, -0.2], [-0.1, 0.2, 0.7], [-0.7, 0.8, 0.9], [-0.1, -0.1, -0.2], [0.3, -0.2, 0.1]], "mulliken_spin": [0.00, -0.04, -0.01, 0.06, 0.00, 0.03, -0.01, 0.00, 0.00, 0.00, 0.02, 0.00, 0.06, 1.94, 0.00, 0.02, 0.16, 0.00, -0.03, 0.00, 0.00, 0.00, 0.05, 0.00, -0.01, 0.04, 0.34, -0.01, -0.03, 0.27, 0.05, -0.01, -0.18, 0.00, 0.00, 0.00, 0.16, -0.01, 0.35, 0.36, 0.01, 0.00, 0.00, 0.03, 0.19, 0.01, 0.01, 0.02, 0.00, 0.00, 0.07, 0.00, 0.00, 0.00, 0.01, 0.00, 0.00, 0.00, 0.00, 0.00, -0.04, 0.00, 0.00, 0.01, 0.02, 0.00, 0.07, 0.00, 0.00, 0.00, -0.06, 0.03, 0.01, 0.00, 0.00, 0.00, 0.00, 0.01, 0.02, 0.00, 0.00], "homo_lumo_gap_ha": [0.14618, 0.08642], "energy_ev": -77513.7612, "max_force_ev_per_a": 7.396, "total_charge": 2, "spin_multiplicity": 5, "s2": 6.106, "molar_mass_g_mol": 761.68, "e_homo_ev": [-12.29, -12.29]}

4.
{"formula": "C12H23AuClINO3P", "method": "the ωB97M-V functional and the def2-TZVPD basis", "species": ["C", "O", "O", "H", "H", "H", "C", "N", "H", "H", "H", "H", "H", "H", "H", "C", "C", "C", "P", "C", "H", "O", "C", "Au", "C", "C", "C", "H", "H", "Cl", "H", "H", "H", "C", "H", "H", "H", "H", "H", "H", "C", "H", "I"], "coordinates": [[-1.99645, 1.60258, 0.98406], [-0.10334, 1.43505, 1.36431], [-1.32464, -1.97825, 1.32577], [3.28199, 3.20136, 0.71484], [3.45621, 2.29158, -0.79863], [5.12444, 1.41666, 0.55415], [1.09573, 1.79224, 1.42982], [1.82311, 1.76298, 0.30005], [-3.35140, -0.63963, -3.52093], [-2.79681, 2.81301, -0.59968], [-4.56307, -1.96417, -3.54171], [3.03747, 1.70017, 4.27478], [-2.75143, -4.23245, -0.48223], [-2.58856, -4.08704, -4.03286], [4.63375, 2.47067, 2.67508], [1.66684, 2.19828, 2.74364], [-1.91004, 2.13312, -0.45890], [-3.87457, -1.38462, -2.91656], [-2.68082, -2.53006, -2.18740], [-3.48808, -3.54992, -0.94525], [-1.89052, 1.27659, -1.20068], [-2.46259, 0.71110, 1.55782], [4.11525, 1.24157, 0.95945], [-0.68657, -1.54954, -1.63344], [2.88258, 1.41268, 3.22612], [3.20652, 2.20544, 0.25314], [4.19685, 1.47457, 2.46678], [-4.43373, -0.87821, -2.11711], [4.88547, 0.74307, 2.92022], [-0.29137, -0.29413, -3.52297], [2.61895, 0.19003, 3.39087], [1.96396, 3.25744, 2.72574], [-4.28540, -4.13030, -1.44504], [-1.01100, -1.79251, 0.22801], [-0.97714, 2.72743, -0.59118], [3.77441, 0.22249, 0.75835], [0.84063, 2.05555, 3.46000], [-1.15084, -4.21223, -2.88862], [-3.94191, -2.91364, -0.16323], [1.31158, 1.46718, -0.53963], [-1.83689, -3.54419, -3.44567], [-1.22629, -2.83622, -4.04610], [1.70774, -1.28573, 2.76485]], "forces_ev_per_a": [[0.1, -4.4, -1.3], [-1.2, -0.3, 0.1], [0.7, 0.7, -4.0], [0.0, -0.1, -0.3], [0.1, 0.1, -0.1], [-0.3, -0.5, 0.1], [0.5, 0.1, -1.5], [-1.3, 0.3, 1.0], [0.0, -0.2, 0.0], [0.8, -0.8, -0.1], [0.0, 0.1, 0.1], [0.0, -0.2, -0.2], [-0.4, 0.2, -0.2], [0.4, -0.1, 0.0], [-0.1, -0.3, -0.2], [0.1, -0.2, 0.4], [-0.1, 1.6, 0.4], [0.0, -0.1, 0.2], [-1.0, -0.8, -1.1], [-0.1, -0.1, 0.2], [-0.2, 0.7, 1.3], [0.8, 3.5, -0.7], [0.9, 0.1, 0.3], [1.0, 2.2, -0.4], [0.2, -0.9, 0.8], [-0.1, 0.3, -0.2], [0.1, 0.1, 0.3], [0.1, -0.2, -0.2], [-0.2, 0.3, -0.2], [0.1, -0.3, 0.2], [0.6, 2.5, -0.1], [-0.2, -0.1, -0.1], [0.3, 0.1, 0.3], [-0.3, -1.3, 5.7], [-0.9, -0.4, 0.2], [0.3, 0.0, -0.1], [0.4, 0.3, -0.2], [-0.4, 0.0, -0.5], [0.2, -0.3, -0.4], [0.6, 0.2, 0.5], [-0.1, 0.3, 0.3], [-0.6, -0.7, 0.0], [-0.6, -1.6, -0.4]], "mulliken_spin": [0.00, -0.02, 0.03, 0.00, 0.00, 0.00, 0.01, 0.00, 0.00, 0.00, 0.02, -0.01, 0.00, 0.02, 0.02, 0.00, 0.01, 0.01, 0.42, 0.00, 0.00, 0.00, 0.01, 0.29, 0.32, 0.00, -0.01, 0.00, 0.00, 0.09, -0.02, 0.01, 0.02, 0.11, 0.00, 0.00, 0.00, 0.00, 0.00, 0.00, 0.00, 0.00, 0.67], "homo_lumo_gap_ha": [0.22510, 0.21165], "energy_ev": -54035.9243, "max_force_ev_per_a": 5.883, "total_charge": 2, "spin_multiplicity": 3, "s2": 2.010, "molar_mass_g_mol": 619.62, "e_homo_ev": [-13.96, -14.65]}